(1)
Computed, not measured: a molecular structure, C40H36As2Cl5FeO in a non-equilibrium geometry, with ωB97M-V with the def2-TZVPD basis set.

Molar mass = 915.681 g mol⁻¹
2S+1 = 6
LUMO (spin up / spin down) = -4.90 / -8.65 eV
Total charge = +2
Energy above the lowest of the compared OMol25 structures with the same formula, charge and spin = 0.008 eV
Kohn-Sham gap (spin up / spin down) = 8.2289 / 4.3800 eV

Element x y z (Å)
Fe  1.845  0.556  0.171
C  0.407  2.651  3.454
C  1.570  2.249  2.597
C  2.257  1.054  2.838
C  3.412  0.728  2.123
C  3.897  1.599  1.142
C  3.209  2.786  0.881
C  2.056  3.098  1.597
H  -0.224  3.390  2.962
H  0.788  3.110  4.369
H  -0.200  1.794  3.746
H  1.926  0.406  3.641
H  3.957  -0.177  2.366
H  4.828  1.387  0.633
H  3.578  3.474  0.133
H  1.556  4.042  1.415
Cl  3.725  -0.023  -6.704
C  3.172  0.504  -5.179
C  3.408  -0.270  -4.041
Cl  4.265  -1.746  -4.148
C  2.928  0.169  -2.822
Cl  3.264  -0.702  -1.366
C  2.162  1.342  -2.662
O  1.596  1.642  -1.518
C  2.052  2.163  -3.806
Cl  1.396  3.731  -3.613
C  2.514  1.734  -5.047
Cl  2.280  2.720  -6.424
C  -3.190  -1.777  3.214
C  -2.028  -1.135  3.621
C  -0.924  -1.105  2.784
C  -0.968  -1.717  1.531
C  -2.144  -2.334  1.117
C  -3.243  -2.377  1.964
As  0.603  -1.578  0.380
C  0.045  -2.390  -1.287
C  0.079  -1.666  -2.476
C  -0.324  -2.250  -3.668
C  -0.768  -3.564  -3.676
C  -0.796  -4.295  -2.495
C  -0.383  -3.716  -1.305
C  1.841  -2.902  1.108
C  2.483  -3.827  0.291
C  3.386  -4.725  0.843
C  3.671  -4.686  2.200
C  3.053  -3.746  3.012
C  2.149  -2.849  2.467
H  -4.049  -1.809  3.871
H  -1.979  -0.658  4.592
H  -0.016  -0.608  3.110
H  -2.208  -2.795  0.141
H  -4.143  -2.883  1.640
H  0.448  -0.644  -2.483
H  -0.283  -1.685  -4.591
H  -1.086  -4.023  -4.602
H  -1.137  -5.322  -2.497
H  -0.388  -4.293  -0.388
H  2.280  -3.863  -0.771
H  3.869  -5.457  0.209
H  4.380  -5.384  2.624
H  3.274  -3.712  4.071
H  1.658  -2.123  3.105
C  -3.108  0.096  -1.002
As  -1.364  0.986  -0.991
C  -1.642  2.147  -2.521
C  -1.364  2.208  0.599
C  -2.717  2.789  0.710
C  -3.042  3.972  0.036
C  -4.306  4.517  0.152
C  -5.269  3.877  0.926
C  -4.960  2.696  1.595
C  -3.696  2.151  1.483
H  -3.882  0.837  -1.195
H  -3.317  -0.417  -0.067
H  -3.094  -0.629  -1.817
H  -2.664  2.520  -2.510
H  -1.488  1.577  -3.438
H  -0.934  2.968  -2.500
H  -0.588  2.943  0.388
H  -1.095  1.592  1.458
H  -2.287  4.474  -0.559
H  -4.550  5.441  -0.355
H  -6.262  4.297  1.007
H  -5.713  2.211  2.200
H  -3.442  1.235  2.008

Partial charges, Mulliken, in e:
1. Fe 1.786
2. C -1.473
3. C 1.258
4. C -0.301
5. C -0.756
6. C -0.798
7. C -0.757
8. C -0.691
9. H 0.354
10. H 0.458
11. H 0.219
12. H 0.545
13. H 0.497
14. H 0.553
15. H 0.534
16. H 0.588
17. Cl -0.145
18. C 0.308
19. C -0.023
20. Cl -0.161
21. C 0.924
22. Cl -0.311
23. C -1.595
24. O -0.304
25. C 0.359
26. Cl -0.164
27. C 0.301
28. Cl -0.143
29. C -0.820
30. C -0.995
31. C -0.185
32. C 0.850
33. C -0.951
34. C -0.525
35. As 0.982
36. C 1.084
37. C -0.529
38. C -1.281
39. C -0.757
40. C -0.844
41. C -0.428
42. C 0.772
43. C -0.368
44. C -0.820
45. C -0.613
46. C -0.900
47. C -0.285
48. H 0.439
49. H 0.454
50. H 0.231
51. H 0.549
52. H 0.468
53. H 0.451
54. H 0.549
55. H 0.460
56. H 0.457
57. H 0.605
58. H 0.447
59. H 0.454
60. H 0.416
61. H 0.470
62. H 0.387
63. C -1.245
64. As 0.863
65. C -1.235
66. C 0.180
67. C -0.107
68. C -0.198
69. C -0.856
70. C -0.531
71. C -0.780
72. C 0.060
73. H 0.533
74. H 0.190
75. H 0.468
76. H 0.536
77. H 0.428
78. H 0.178
79. H 0.372
80. H -0.278
81. H 0.455
82. H 0.442
83. H 0.432
84. H 0.470
85. H 0.335


(2)
Computed, not measured: a molecular structure, C10H17Cl2KN2Si in a non-equilibrium geometry, with ωB97M-V with the def2-TZVPD basis set.

Molar mass = 303.350 g mol⁻¹
2S+1 = 1
LUMO = -0.20 eV
Kohn-Sham gap = 6.5333 eV

Element x y z (Å)
K  2.229  -0.237  -0.177
C  1.897  3.411  1.589
C  0.679  2.533  1.579
C  -0.489  2.963  2.174
C  -1.588  2.102  2.143
C  -1.483  0.887  1.528
C  -0.255  0.503  0.920
N  0.801  1.354  0.977
N  -0.054  -0.643  0.289
Si  -1.126  -1.946  0.099
C  -0.237  -3.222  -0.999
C  -2.779  -1.597  -0.802
C  -1.532  -2.857  1.731
H  1.689  4.345  2.107
H  2.201  3.629  0.564
H  2.714  2.895  2.095
H  -0.549  3.929  2.652
H  -2.515  2.408  2.610
H  -2.314  0.202  1.494
H  -0.025  -2.841  -1.992
H  -0.881  -4.085  -1.115
H  0.695  -3.572  -0.565
H  -2.598  -1.149  -1.775
H  -3.411  -0.913  -0.245
H  -3.345  -2.511  -0.961
H  -0.620  -3.174  2.229
H  -2.138  -3.741  1.562
H  -2.067  -2.214  2.422
Cl  3.002  0.527  -2.813
C  3.469  0.851  -4.483
Cl  3.335  -0.620  -5.456
H  4.506  1.183  -4.492
H  2.790  1.601  -4.886

Partial charges, Mulliken, in e:
1. K 0.869
2. C -1.376
3. C 0.284
4. C -0.374
5. C -0.715
6. C -0.076
7. C 1.098
8. N -0.390
9. N -0.693
10. Si -0.071
11. C -1.126
12. C -1.052
13. C -1.024
14. H 0.347
15. H 0.267
16. H 0.275
17. H 0.297
18. H 0.407
19. H 0.280
20. H 0.301
21. H 0.274
22. H 0.283
23. H 0.303
24. H 0.343
25. H 0.344
26. H 0.295
27. H 0.332
28. H 0.343
29. Cl -0.143
30. C -0.326
31. Cl -0.139
32. H 0.283
33. H 0.279


(3)
Computed, not measured: a molecular structure, C3H4IrO3 in a non-equilibrium geometry, with ωB97M-V with the def2-TZVPD basis set.

Molar mass = 280.279 g mol⁻¹
2S+1 = 6
LUMO (spin up / spin down) = -1.12 / -2.41 eV
Energy above the lowest of the compared OMol25 structures with the same formula, charge and spin = 4.700 eV
Kohn-Sham gap (spin up / spin down) = 4.7869 / 7.1929 eV

Element x y z (Å)
H  2.254  -1.697  -1.566
O  0.255  2.488  -1.673
O  2.192  -0.151  -0.228
C  1.616  -1.077  -0.906
C  0.116  -0.127  -2.349
O  -1.105  0.584  -2.185
C  -0.189  1.308  -1.345
H  0.757  -1.554  -0.392
H  -0.174  -1.123  -2.715
H  0.832  0.246  -3.100
Ir  1.179  1.517  0.184

Partial charges, Mulliken, in e:
1. H 0.365
2. O -0.513
3. O -0.618
4. C -0.514
5. C -0.471
6. O -0.332
7. C 0.171
8. H 0.370
9. H 0.421
10. H 0.312
11. Ir 0.808


(4)
Computed, not measured: a molecular structure, C24H23FLiN4O7, with ωB97M-V with the def2-TZVPD basis set.

Molar mass = 505.408 g mol⁻¹
2S+1 = 1
LUMO = -3.12 eV
Total charge = +1
Kohn-Sham gap = 6.9002 eV

Element x y z (Å)
Li  1.001  -0.091  3.675
O  -2.351  -1.920  6.086
C  -1.241  -1.591  5.408
O  -1.022  -1.899  4.273
C  -0.233  -0.905  6.294
C  -0.450  -0.674  7.645
C  0.532  -0.011  8.359
C  1.679  0.407  7.702
C  1.798  0.136  6.349
N  0.868  -0.521  5.668
C  2.947  0.580  5.465
O  3.963  1.242  6.020
O  2.946  0.343  4.287
H  -2.932  -2.382  5.460
H  -1.367  -0.998  8.113
H  0.403  0.192  9.413
H  2.441  0.939  8.257
H  3.824  1.378  6.965
F  2.289  -2.337  -2.530
C  1.390  -1.403  -2.136
C  1.257  -1.124  -0.806
C  0.376  -0.135  -0.376
C  0.281  0.177  1.068
O  0.956  -0.483  1.866
C  -0.613  1.257  1.408
C  -1.321  1.851  0.417
N  -1.271  1.529  -0.904
C  -2.064  2.267  -1.856
C  -3.479  2.583  -1.502
C  -3.189  1.558  -2.558
C  -0.384  0.553  -1.328
C  -0.244  0.241  -2.685
C  0.646  -0.729  -3.107
N  0.751  -0.992  -4.502
C  1.164  0.104  -5.368
C  0.312  0.036  -6.641
N  -0.134  -1.400  -6.799
C  1.006  -2.335  -6.495
C  1.286  -2.260  -4.983
C  -0.858  1.811  2.819
O  -1.706  2.696  2.916
O  -0.141  1.306  3.729
H  1.855  -1.648  -0.070
H  -1.998  2.648  0.696
H  -1.512  3.014  -2.416
H  -3.857  3.549  -1.805
H  -3.849  2.229  -0.550
H  -3.380  1.809  -3.593
H  -3.351  0.522  -2.293
H  -0.861  0.749  -3.413
H  2.231  0.037  -5.614
H  1.009  1.061  -4.879
H  0.863  0.306  -7.538
H  -0.592  0.637  -6.574
H  -0.526  -1.565  -7.725
H  -0.864  -1.564  -6.103
H  1.841  -1.990  -7.100
H  0.729  -3.335  -6.817
H  2.361  -2.376  -4.830
H  0.786  -3.075  -4.463

Partial charges, Mulliken, in e:
1. Li 1.123
2. O -0.451
3. C 0.102
4. O -0.521
5. C 0.550
6. C -0.445
7. C -0.745
8. C -0.694
9. C 1.116
10. N -0.152
11. C 0.462
12. O -0.461
13. O -0.549
14. H 0.371
15. H 0.503
16. H 0.433
17. H 0.182
18. H 0.288
19. F -0.346
20. C 0.455
21. C -0.573
22. C 0.474
23. C 1.545
24. O -1.233
25. C -0.360
26. C -0.318
27. N 0.273
28. C -0.225
29. C -0.994
30. C -0.436
31. C -0.166
32. C -0.710
33. C -1.147
34. N 0.278
35. C -0.654
36. C -0.749
37. N -0.163
38. C -0.703
39. C -0.701
40. C 0.232
41. O -0.780
42. O -0.622
43. H 0.573
44. H 0.735
45. H 0.370
46. H 0.252
47. H 0.353
48. H 0.301
49. H 0.248
50. H 0.698
51. H 0.314
52. H 0.502
53. H 0.376
54. H 0.423
55. H 0.323
56. H 0.380
57. H 0.353
58. H 0.379
59. H 0.423
60. H 0.505


no.,electronic energy (Eh)
1,-9656.76228
2,-2310.63282
3,-446.33437
4,-1781.36429